(1)
14
Properties=species:S:1:pos:R:3:nbo_charge:R:1 method="wB97M-V/def2-TZVPD" e_homo_ev=-8.290 relative_energy_ev=7.170 charge=0 molar_mass_g_mol=84.122
N 0.734 -0.850 -2.112 -0.64
N 0.350 -0.737 -0.868 -0.45
C -1.698 1.383 1.155 -0.15
C -0.200 0.543 -0.540 0.09
C 0.212 -0.300 1.812 -0.66
C -0.341 0.836 0.855 -0.26
H -0.067 -0.893 -2.724 0.34
H 0.079 -1.404 1.325 0.18
H -1.673 2.083 0.249 0.08
H -0.326 -0.459 2.872 0.25
H 1.304 -0.094 -2.485 0.33
H -0.612 1.309 -1.311 0.24
H 0.822 -1.467 -0.196 0.43
H 1.416 0.050 1.969 0.22

***

(2)
14
Properties=species:S:1:pos:R:3:nbo_charge:R:1 method="wB97M-V/def2-TZVPD" e_homo_ev=-9.973 smiles="[H]/N=C/C.CC#N" relative_energy_ev=0.889 charge=0 molar_mass_g_mol=84.122
N 3.584 1.535 -0.117 -0.32
N -0.525 0.595 0.878 -0.63
C -1.217 0.775 -0.153 0.15
C 3.100 -0.985 0.127 -0.73
C -2.702 0.682 -0.074 -0.68
C 3.382 0.416 -0.007 0.28
H 0.476 0.730 0.748 0.34
H 2.141 -1.133 0.625 0.26
H 3.067 -1.439 -0.864 0.26
H -2.991 0.019 0.736 0.23
H -3.127 0.347 -1.015 0.21
H -3.085 1.678 0.149 0.23
H 3.887 -1.455 0.716 0.26
H -0.803 1.026 -1.141 0.15

***

(3)
14
Properties=species:S:1:pos:R:3:nbo_charge:R:1 method="wB97M-V/def2-TZVPD" e_homo_ev=-8.752 relative_energy_ev=2.453 charge=0 molar_mass_g_mol=84.122
N -0.749 1.880 1.286 -0.77
N 0.553 -0.344 0.373 -0.45
C -0.250 -0.503 -0.626 0.35
C -0.706 2.083 0.129 -0.16
C 1.944 0.057 0.246 -0.43
C -1.705 -0.721 -0.470 -0.70
H 0.198 -0.548 -1.615 0.21
H 2.339 -0.246 -0.726 0.21
H -2.049 -0.488 0.539 0.26
H -1.920 -1.766 -0.733 0.24
H 1.955 1.149 0.349 0.26
H 0.093 -0.009 1.231 0.47
H -2.234 -0.068 -1.170 0.28
H 2.525 -0.408 1.044 0.22

***

(4)
14
Properties=species:S:1:pos:R:3:nbo_charge:R:1 method="wB97M-V/def2-TZVPD" e_homo_ev=-9.730 smiles=CN[C@@H](C)C#N relative_energy_ev=1.510 charge=0 molar_mass_g_mol=84.122
N 0.501 -0.816 -0.537 -0.61
N -3.028 -1.035 -0.094 -0.31
C -1.945 -0.601 -0.080 0.27
C 1.862 -0.613 0.020 -0.42
C -0.734 1.438 -0.199 -0.60
C -0.607 -0.073 0.152 -0.16
H 0.259 -1.763 -0.329 0.36
H 2.048 0.600 0.083 0.20
H -1.068 1.577 -1.261 0.23
H -0.487 -0.162 1.252 0.21
H 0.208 1.931 -0.030 0.21
H 2.586 -1.133 -0.661 0.22
H 1.924 -1.108 1.149 0.17
H -1.519 1.759 0.534 0.22

***

(5)
14
Properties=species:S:1:pos:R:3:nbo_charge:R:1 method="wB97M-V/def2-TZVPD" e_homo_ev=-8.792 relative_energy_ev=4.925 charge=0 molar_mass_g_mol=84.122
N 0.035 3.122 -0.241 -0.32
N 0.037 -0.263 0.409 -0.51
C -0.543 0.605 -0.608 -0.37
C -0.222 2.014 -0.434 0.25
C 1.500 -0.189 0.460 -0.42
C -1.657 -1.468 0.026 -0.42
H 1.896 -0.540 -0.500 0.20
H -0.221 0.255 -1.594 0.24
H -1.196 -2.121 0.778 0.11
H -1.634 0.447 -0.540 0.31
H 1.865 0.824 0.656 0.21
H -1.304 -1.905 -0.926 0.11
H 1.843 -0.853 1.246 0.21
H -0.331 0.018 1.316 0.39

***

(6)
14
Properties=species:S:1:pos:R:3:nbo_charge:R:1 method="wB97M-V/def2-TZVPD" e_homo_ev=-8.937 smiles="C=C=N.C=NC" relative_energy_ev=2.366 charge=0 molar_mass_g_mol=84.122
N -1.109 0.648 0.132 -0.40
N 1.906 1.104 -0.170 -0.64
C 1.863 -1.054 -1.504 -0.67
C 1.856 0.058 -0.810 0.43
C -1.269 -0.776 0.391 -0.45
C -1.307 1.441 1.097 -0.06
H -2.117 -0.992 1.056 0.19
H 1.904 -2.016 -1.008 0.24
H -1.166 2.512 0.935 0.17
H 0.964 1.436 0.054 0.39
H -0.355 -1.163 0.856 0.21
H 1.822 -1.009 -2.586 0.24
H -1.588 1.119 2.109 0.15
H -1.405 -1.307 -0.554 0.21

***

(7)
14
Properties=species:S:1:pos:R:3:nbo_charge:R:1 method="wB97M-V/def2-TZVPD" e_homo_ev=-8.412 smiles=C[C@@]12C[C@@H]1NN2 relative_energy_ev=4.583 charge=0 molar_mass_g_mol=84.122
N -0.835 -1.239 0.073 -0.46
N -1.843 0.027 -0.538 -0.49
C 0.263 -0.215 0.083 0.11
C -0.769 0.900 -0.295 -0.08
C -0.170 0.838 1.106 -0.46
C 1.677 -0.433 -0.336 -0.61
H 1.645 -1.109 -1.182 0.21
H -0.566 -1.887 -0.700 0.34
H 2.184 -0.943 0.418 0.22
H 2.041 0.433 -0.650 0.22
H -2.782 -0.053 -0.310 0.37
H -0.696 1.685 -1.047 0.20
H -0.850 0.596 1.941 0.22
H 0.700 1.400 1.438 0.22

***

(8)
14
Properties=species:S:1:pos:R:3:nbo_charge:R:1 method="wB97M-V/def2-TZVPD" e_homo_ev=-8.077 relative_energy_ev=4.614 charge=0 molar_mass_g_mol=84.122
N 0.875 0.040 -0.410 -0.27
N -0.875 0.039 0.410 -0.27
C -0.589 -1.290 0.331 -0.10
C 0.589 -1.290 -0.331 -0.10
C -1.620 0.693 -0.654 -0.43
C 1.620 0.693 0.654 -0.43
H 1.421 0.277 1.648 0.19
H 1.149 -2.074 -0.834 0.20
H 1.394 1.762 0.655 0.21
H -2.688 0.592 -0.421 0.20
H -1.421 0.277 -1.648 0.19
H -1.394 1.762 -0.655 0.21
H 2.688 0.592 0.421 0.20
H -1.149 -2.074 0.834 0.20

***

What is the charge in the fourth record? 0

***

Which value of charge does entry 5 give? 0

***

What is the charge in the sixth record? 0